No. 1
ORCA calculation (the ωB97M-V functional and the def2-TZVPD basis) on a molecular structure, C29H40BHgN9O6.

Its multiplicity is 2. Its HOMO energy (alpha / beta) is -2.501 / -5.207 eV. As for the expectation value of S²: 0.768. The energy above the lowest of the compared OMol25 structures with the same formula, charge and spin is 4.80 kcal/mol. The charge is -1.

Each line ends with the Löwdin charge.
Positions of all 86 atoms, in Å:
Hg1 -0.14 -0.24 0.55  1.2922
C1 -0.13 5.33 -2.60  -0.0778
O1 0.17 3.94 -2.64  -0.0256
C2 0.07 3.19 -1.51  -0.5568
O2 0.14 2.00 -1.58  0.0954
N1 -0.10 3.92 -0.35  -0.0114
N2 -0.22 3.15 0.81  0.0395
H1 -0.21 5.65 -3.63  0.0912
H2 0.67 5.90 -2.12  0.0860
H3 -1.08 5.52 -2.08  0.0922
H4 0.47 4.75 -0.29  0.1261
H5 -0.63 3.71 1.54  0.0783
H6 0.68 2.76 1.11  0.0571
N3 -1.95 -4.65 1.49  0.1070
C3 -0.81 -5.05 0.84  -0.0788
C4 0.03 -3.98 0.88  -0.1215
N4 -0.57 -2.93 1.53  0.0945
C5 -1.76 -3.36 1.89  -0.3088
C6 -2.80 -2.58 2.54  -0.2937
N5 -2.61 -1.55 3.32  0.1309
C7 -3.86 -1.12 3.68  -0.1473
C8 -4.81 -1.92 3.11  -0.1001
N6 -4.13 -2.87 2.40  0.1104
H7 -2.79 -5.19 1.60  0.1383
H8 -0.71 -6.02 0.40  0.1051
H9 1.00 -3.85 0.42  0.0921
H10 -4.00 -0.27 4.33  0.0916
H11 -5.89 -1.89 3.14  0.1020
H12 -4.53 -3.47 1.69  0.1033
C9 0.56 0.10 -4.63  -0.0038
C10 1.85 -0.70 -4.42  -0.5057
C11 2.43 -1.10 -5.77  -0.0186
O3 1.54 -1.87 -3.68  0.1120
B1 1.60 -1.52 -2.29  -1.1215
O4 2.32 -0.28 -2.19  0.0748
C12 2.84 0.03 -3.47  -0.5005
C13 4.26 -0.54 -3.57  -0.0141
C14 2.88 1.54 -3.65  -0.0089
H13 -0.18 -0.55 -5.09  0.0919
H14 0.72 0.97 -5.27  0.0843
H15 0.17 0.45 -3.67  0.0826
H16 1.66 -1.59 -6.37  0.0836
H17 3.25 -1.80 -5.64  0.0781
H18 2.79 -0.22 -6.31  0.0837
H19 4.23 -1.63 -3.49  0.0958
H20 4.84 -0.15 -2.74  0.0864
H21 4.75 -0.27 -4.51  0.0798
H22 1.91 1.98 -3.43  0.0572
H23 3.18 1.81 -4.66  0.0862
H24 3.61 1.97 -2.95  0.0849
O5 0.44 -1.73 -1.40  -0.0468
O6 1.71 -2.54 -1.29  0.0766
N7 -4.65 -4.41 -0.47  0.1040
C15 -4.29 -3.32 -0.65  -0.2566
C16 -3.91 -1.96 -0.68  -0.2510
C17 -4.87 -0.89 -0.55  -0.0830
C18 -4.36 0.37 -0.29  -0.1313
C19 -3.01 0.59 -0.14  -0.1713
N8 -2.10 -0.46 -0.26  -0.1194
C20 -2.56 -1.67 -0.56  -0.1356
H25 -5.93 -1.08 -0.65  0.0843
H26 -5.03 1.22 -0.18  0.0931
H27 -2.59 1.56 0.08  0.0709
H28 -1.81 -2.45 -0.67  0.1045
C21 0.66 1.41 5.59  -0.1308
N9 -0.08 0.61 4.64  -0.2501
C22 -0.93 1.44 3.81  -0.1210
C23 0.73 -0.33 3.86  -0.1815
C24 1.77 0.28 2.93  -0.2502
C25 2.98 0.71 3.48  -0.0751
C26 3.96 1.30 2.70  -0.1049
C27 3.75 1.45 1.33  -0.1008
C28 2.56 0.99 0.77  -0.1414
C29 1.56 0.41 1.55  -0.2651
H29 -0.05 1.94 6.23  0.0759
H30 1.31 2.16 5.12  0.0769
H31 1.27 0.76 6.22  0.0798
H32 -1.64 1.97 4.45  0.0806
H33 -1.49 0.81 3.12  0.0506
H34 -0.36 2.18 3.24  0.0588
H35 0.04 -0.96 3.30  0.0625
H36 1.24 -0.98 4.58  0.1192
H37 3.16 0.57 4.54  0.0988
H38 4.89 1.63 3.15  0.0914
H39 4.51 1.88 0.70  0.0941
H40 2.43 1.05 -0.30  0.0741



No. 2
ORCA calculation (the ωB97M-V functional and the def2-TZVPD basis) on a molecular structure, C29H40CoF3N3O5PS2.

Its multiplicity is 5. Its HOMO energy (alpha / beta) is -7.835 / -7.829 eV. As for the expectation value of S²: 6.017. The energy above the lowest of the compared OMol25 structures with the same formula, charge and spin is 0.00 kcal/mol.

Each line ends with the Löwdin charge.
Positions of all 84 atoms, in Å:
Co1 -0.61 -1.96 0.03  0.6979
C1 3.27 1.70 -4.65  -0.0524
C2 2.95 0.51 -3.78  -0.2948
C3 1.84 -0.28 -4.03  -0.0442
C4 1.55 -1.38 -3.23  -0.0503
C5 2.39 -1.69 -2.18  -0.2680
C6 3.51 -0.91 -1.91  -0.0504
C7 3.78 0.19 -2.71  -0.0447
S1 2.07 -3.14 -1.20  0.6006
O1 3.35 -3.69 -0.84  -0.2964
O2 1.15 -3.93 -1.96  -0.2945
N1 1.29 -2.60 0.10  -0.1799
C8 1.84 -2.51 1.37  -0.2572
C9 3.17 -2.46 1.74  -0.0159
C10 3.54 -2.36 3.10  -0.0661
C11 2.62 -2.30 4.11  -0.0495
C12 1.25 -2.35 3.78  -0.1592
C13 0.21 -2.32 4.74  -0.0027
C14 -1.10 -2.37 4.34  -0.0417
C15 -1.38 -2.43 2.97  -0.1097
N2 -0.44 -2.45 2.06  0.0525
C16 0.87 -2.44 2.43  -0.1587
H1 2.48 1.88 -5.38  0.0754
H2 4.21 1.54 -5.20  0.0835
H3 3.40 2.60 -4.05  0.0771
H4 1.19 -0.04 -4.86  0.1165
H5 0.69 -2.00 -3.43  0.1052
H6 4.17 -1.18 -1.10  0.1088
H7 4.66 0.79 -2.50  0.1166
H8 3.93 -2.54 0.99  0.0922
H9 4.60 -2.32 3.33  0.1074
H10 2.92 -2.23 5.14  0.1085
H11 0.47 -2.26 5.79  0.1200
H12 -1.91 -2.36 5.06  0.1070
H13 -2.40 -2.45 2.60  0.1108
F1 -3.95 -5.02 -1.32  0.1427
C17 -2.80 -4.52 -1.78  -0.6762
F2 -1.80 -5.13 -1.16  0.1492
F3 -2.72 -4.75 -3.08  0.1540
S2 -2.74 -2.71 -1.46  0.5381
O3 -1.42 -2.31 -1.97  -0.3361
O4 -3.89 -2.15 -2.08  -0.2451
O5 -2.67 -2.63 0.02  -0.3439
C18 0.38 3.49 1.60  -0.0703
C19 0.21 1.96 1.58  -0.5836
C20 1.58 1.29 1.39  -0.0709
C21 -0.30 1.49 2.95  -0.0799
P1 -0.97 1.37 0.24  0.9771
N3 -0.69 -0.20 0.13  -0.1661
C22 -2.76 1.64 0.71  -0.5922
C23 -3.67 1.40 -0.51  -0.0772
C24 -3.18 0.57 1.74  -0.0823
C25 -3.05 3.04 1.27  -0.0735
C26 -0.60 2.15 -1.42  -0.5880
C27 0.92 2.17 -1.63  -0.0825
C28 -1.15 3.58 -1.56  -0.0691
C29 -1.18 1.24 -2.52  -0.0692
H14 1.03 3.74 2.45  0.0941
H15 -0.56 4.02 1.74  0.0680
H16 0.86 3.86 0.70  0.0639
H17 2.18 1.51 2.27  0.0939
H18 2.13 1.65 0.52  0.0633
H19 1.49 0.21 1.31  0.0609
H20 0.47 1.73 3.68  0.0930
H21 -0.46 0.41 2.97  0.0680
H22 -1.21 2.00 3.26  0.0651
H23 -3.50 0.42 -0.95  0.0730
H24 -3.57 2.17 -1.28  0.0646
H25 -4.70 1.42 -0.16  0.0961
H26 -3.06 -0.43 1.32  0.0525
H27 -4.24 0.72 1.95  0.0951
H28 -2.64 0.63 2.68  0.0575
H29 -2.74 3.84 0.59  0.0673
H30 -2.57 3.21 2.24  0.0650
H31 -4.12 3.14 1.42  0.0926
H32 1.42 2.90 -1.00  0.0688
H33 1.09 2.47 -2.67  0.0858
H34 1.36 1.19 -1.49  0.0706
H35 -0.76 4.25 -0.80  0.0700
H36 -2.23 3.62 -1.55  0.0633
H37 -0.82 3.96 -2.53  0.0946
H38 -0.81 0.22 -2.42  0.0575
H39 -0.83 1.63 -3.48  0.0927
H40 -2.26 1.22 -2.55  0.0646



No. 3
ORCA calculation (the ωB97M-V functional and the def2-TZVPD basis) on a molecular structure, C29H40F3NO5PtS.

Its multiplicity is 1. Its HOMO energy (alpha / beta) is -8.308 / -8.362 eV.

Each line ends with the Löwdin charge.
Positions of all 80 atoms, in Å:
Pt1 -0.04 -0.13 -2.62  1.3203
C1 3.99 0.41 3.49  -0.0361
C2 3.24 -0.85 3.02  -0.5553
C3 4.18 -2.07 3.14  -0.0375
C4 2.05 -1.07 3.95  -0.0645
C5 2.82 -0.67 1.57  -0.1396
C6 1.52 -0.68 1.17  0.0449
C7 1.20 -0.48 -0.19  -0.1290
N1 -0.04 -0.40 -0.74  -0.0259
C8 -1.28 -0.26 -0.19  -0.1269
C9 -1.60 -0.09 1.18  0.0384
C10 -2.91 0.01 1.57  -0.1315
C11 -3.93 -0.07 0.58  0.0644
C12 -3.71 -0.18 -0.76  -0.0689
C13 -2.34 -0.25 -1.19  -0.2369
O1 -2.03 -0.32 -2.43  -0.1456
C14 -4.83 -0.19 -1.80  -0.5329
C15 -4.69 1.03 -2.73  -0.0237
C16 -4.78 -1.49 -2.61  -0.0334
C17 -6.21 -0.11 -1.13  -0.0668
C18 -3.23 0.23 3.05  -0.5518
C19 -2.61 1.56 3.50  -0.0371
C20 -2.63 -0.92 3.88  -0.0392
C21 -4.73 0.28 3.32  -0.0629
C22 2.26 -0.37 -1.18  -0.2338
O2 1.96 -0.34 -2.43  -0.1413
C23 3.63 -0.33 -0.75  -0.0666
C24 3.85 -0.46 0.59  0.0548
C25 4.75 -0.12 -1.77  -0.5320
C26 4.54 1.23 -2.47  -0.0234
C27 4.76 -1.26 -2.79  -0.0326
C28 6.12 -0.09 -1.09  -0.0664
H1 4.29 0.30 4.53  0.0888
H2 3.35 1.29 3.40  0.0946
H3 4.89 0.59 2.90  0.0800
H4 4.48 -2.21 4.18  0.0883
H5 5.08 -1.94 2.54  0.0794
H6 3.67 -2.97 2.80  0.0938
H7 2.40 -1.20 4.97  0.0895
H8 1.48 -1.97 3.68  0.0904
H9 1.37 -0.21 3.94  0.0836
H10 0.75 -0.89 1.89  0.0817
H11 -0.83 0.02 1.91  0.0909
H12 -4.96 -0.01 0.92  0.0882
H13 -3.74 1.05 -3.25  0.0735
H14 -4.78 1.96 -2.16  0.0965
H15 -5.50 1.01 -3.46  0.0895
H16 -3.85 -1.58 -3.17  0.0772
H17 -5.61 -1.50 -3.33  0.0880
H18 -4.89 -2.36 -1.96  0.0910
H19 -6.33 0.81 -0.55  0.0885
H20 -6.39 -0.96 -0.47  0.0893
H21 -6.97 -0.12 -1.90  0.0888
H22 -1.53 1.56 3.39  0.0777
H23 -2.84 1.73 4.56  0.0883
H24 -3.01 2.39 2.92  0.0953
H25 -1.54 -0.94 3.81  0.0688
H26 -3.01 -1.89 3.54  0.0939
H27 -2.89 -0.80 4.93  0.0884
H28 -5.21 1.10 2.78  0.0896
H29 -4.90 0.44 4.38  0.0879
H30 -5.23 -0.65 3.04  0.0912
H31 4.87 -0.43 0.94  0.0973
H32 3.59 1.29 -2.99  0.0659
H33 5.34 1.38 -3.20  0.0907
H34 4.58 2.05 -1.76  0.0968
H35 3.83 -1.31 -3.35  0.0766
H36 4.92 -2.22 -2.30  0.0912
H37 5.57 -1.10 -3.50  0.0882
H38 6.21 0.73 -0.38  0.0888
H39 6.88 0.05 -1.85  0.0891
H40 6.34 -1.03 -0.57  0.0874
F1 1.31 1.60 -5.91  0.1592
C29 0.15 1.61 -5.28  -0.6018
F2 0.00 0.27 -4.78  -0.0726
F3 -0.83 1.74 -6.15  0.1616
S1 0.07 2.81 -3.87  0.4338
O3 1.24 2.43 -3.11  -0.3356
O4 0.13 4.08 -4.55  -0.2742
O5 -1.20 2.45 -3.27  -0.3358



No. 4
ORCA calculation (the ωB97M-V functional and the def2-TZVPD basis) on a molecular structure, C29H40IN9O4Tb at a distorted geometry.

Its multiplicity is 7. Its HOMO energy (alpha / beta) is -9.566 / -9.559 eV. As for the expectation value of S²: 12.686. The energy above the lowest of the compared OMol25 structures with the same formula, charge and spin is 0.00 kcal/mol. The charge is +1.

Each line ends with the Löwdin charge.
Positions of all 84 atoms, in Å:
Tb1 -0.19 -0.23 0.04  1.6512
C1 -4.87 1.04 0.26  -0.0761
O1 -4.57 1.28 -1.11  -0.1174
C2 -3.67 2.31 -1.27  -0.2323
C3 -4.14 3.57 -1.56  0.0119
C4 -3.25 4.64 -1.72  -0.0780
C5 -1.91 4.44 -1.54  -0.0384
C6 -1.39 3.16 -1.21  -0.1506
C7 0.00 3.03 -1.03  -0.0154
N1 0.60 1.89 -0.59  -0.1314
N2 1.95 1.97 -0.52  0.0419
C8 2.54 0.78 -0.51  -0.4451
O2 1.89 -0.33 -0.59  -0.2468
C9 4.01 0.75 -0.44  -0.1511
C10 4.66 -0.48 -0.39  -0.0305
C11 6.05 -0.54 -0.36  -0.0802
C12 6.79 0.63 -0.38  -0.0816
C13 6.15 1.86 -0.42  -0.0741
C14 4.76 1.93 -0.45  -0.0246
C15 -2.29 2.04 -1.11  -0.2582
O3 -1.89 0.80 -0.88  -0.2603
H1 -5.12 1.97 0.77  0.1008
H2 -4.03 0.58 0.78  0.0679
H3 -5.74 0.38 0.29  0.0927
H4 -5.21 3.72 -1.66  0.1266
H5 -3.63 5.63 -1.95  0.1063
H6 -1.22 5.26 -1.65  0.1146
H7 0.62 3.88 -1.27  0.1295
H8 4.07 -1.39 -0.39  0.1079
H9 6.55 -1.50 -0.32  0.1028
H10 7.87 0.59 -0.36  0.1045
H11 6.73 2.77 -0.43  0.1053
H12 4.24 2.87 -0.49  0.1069
C16 -1.45 1.94 2.40  -0.0161
N3 -1.29 0.99 3.48  -0.0971
C17 -1.59 1.47 4.82  -0.1120
C18 -1.06 0.34 5.69  -0.1092
N4 -0.12 -0.36 4.80  -0.0662
C19 0.38 -1.64 5.27  -0.0270
C20 -0.34 0.01 3.51  -0.3693
N5 0.19 -0.43 2.41  -0.0302
C21 1.29 -1.41 2.36  -0.2082
C22 0.86 -2.74 1.73  -0.2031
N6 0.47 -2.56 0.33  -0.0247
C23 0.53 -3.51 -0.54  -0.3396
N7 0.19 -3.30 -1.87  -0.0870
C24 0.19 -1.98 -2.49  -0.0474
C25 0.72 -4.38 -2.68  -0.1196
C26 0.80 -5.52 -1.68  -0.1161
N8 0.86 -4.83 -0.40  -0.0760
C27 1.05 -5.62 0.79  -0.0311
H13 -2.51 2.19 2.29  0.1023
H14 -1.10 1.53 1.46  0.0167
H15 -0.90 2.87 2.60  0.1126
H16 -2.66 1.62 4.95  0.1285
H17 -1.08 2.42 5.02  0.1302
H18 -1.86 -0.34 6.00  0.1263
H19 -0.53 0.70 6.58  0.1298
H20 0.04 -1.78 6.30  0.0947
H21 1.47 -1.67 5.29  0.0895
H22 0.00 -2.47 4.68  0.0900
H23 1.72 -1.61 3.34  0.0931
H24 2.07 -0.98 1.74  0.1019
H25 0.01 -3.14 2.31  0.0930
H26 1.71 -3.42 1.83  0.1149
H27 1.18 -1.52 -2.47  0.0925
H28 -0.55 -1.32 -2.03  0.0316
H29 -0.11 -2.11 -3.53  0.1075
H30 1.71 -4.12 -3.08  0.1324
H31 0.05 -4.60 -3.52  0.1271
H32 1.69 -6.14 -1.82  0.1290
H33 -0.08 -6.16 -1.73  0.1282
H34 0.70 -6.64 0.58  0.0940
H35 0.47 -5.24 1.63  0.0795
H36 2.10 -5.68 1.07  0.0968
N9 -3.87 -1.62 -1.43  0.2256
C28 -3.27 -1.95 -0.29  -0.6132
O4 -2.08 -1.68 -0.10  -0.1709
C29 -4.09 -2.74 0.72  -0.5230
I1 -3.42 -2.35 2.71  0.8814
H37 -3.41 -0.92 -2.00  0.1235
H38 -4.86 -1.71 -1.54  0.1257
H39 -3.95 -3.80 0.54  0.0613
H40 -5.15 -2.51 0.68  0.0488



No. 5
ORCA calculation (the ωB97M-V functional and the def2-TZVPD basis) on a molecular structure, C29H41BCoN8O6.

Its multiplicity is 2. Its HOMO energy (alpha / beta) is -7.555 / -7.561 eV. As for the expectation value of S²: 0.761. The energy above the lowest of the compared OMol25 structures with the same formula, charge and spin is 63.66 kcal/mol.

Each line ends with the Löwdin charge.
Positions of all 86 atoms, in Å:
Co1 1.28 -1.72 -0.99  0.6914
O1 -2.07 -0.95 -3.07  0.0430
C1 -1.04 -0.83 -2.10  -0.6302
O2 -0.44 -2.00 -1.88  -0.1412
C2 -0.05 0.21 -2.67  -0.0492
O3 1.20 0.08 -1.97  -0.1723
C3 1.58 1.21 -1.14  -0.1248
C4 0.65 0.34 1.01  -0.4881
O4 -0.02 1.27 1.84  0.0843
O5 0.06 -0.86 0.75  0.0025
H1 -2.28 -1.89 -3.07  0.1121
H2 -0.40 1.24 -2.60  0.1280
H3 0.14 -0.05 -3.71  0.1397
H4 1.60 2.11 -1.75  0.1476
H5 2.60 0.97 -0.81  0.1306
C5 3.87 -1.67 -3.12  -0.0135
C6 4.15 -1.59 -1.66  -0.3050
C7 5.37 -1.64 -0.99  0.0264
C8 5.06 -1.56 0.36  -0.2595
C9 5.98 -1.63 1.53  -0.0177
N1 3.73 -1.46 0.47  0.0562
N2 3.17 -1.48 -0.76  0.0105
B1 2.71 -1.30 1.64  -0.4730
N3 1.97 0.06 1.56  0.1659
N4 0.62 1.32 -0.09  0.0950
C10 0.64 2.30 1.03  -0.4241
C11 -0.17 3.54 0.85  0.0337
C12 2.03 2.42 1.58  0.0276
C13 2.63 1.25 1.86  -0.2686
C14 3.96 1.20 2.53  -0.0150
N5 1.80 -2.59 1.54  0.0525
N6 1.32 -3.09 0.35  0.0281
C15 0.54 -4.13 0.64  -0.3180
C16 -0.14 -4.90 -0.44  -0.0198
C17 0.50 -4.32 2.02  0.0278
C18 1.30 -3.32 2.55  -0.2708
C19 1.60 -3.00 3.97  -0.0147
H6 4.40 -2.51 -3.57  0.0838
H7 2.81 -1.80 -3.32  0.0685
H8 4.20 -0.76 -3.63  0.0864
H9 6.35 -1.74 -1.42  0.1121
H10 6.77 -2.36 1.34  0.0847
H11 6.47 -0.67 1.71  0.0804
H12 5.45 -1.91 2.43  0.0729
H13 3.33 -1.39 2.66  0.1052
H14 -1.19 3.28 0.58  0.0658
H15 -0.20 4.11 1.78  0.0980
H16 0.27 4.18 0.08  0.0916
H17 2.47 3.37 1.85  0.1086
H18 4.31 2.21 2.74  0.0849
H19 3.91 0.64 3.47  0.0905
H20 4.71 0.70 1.91  0.0597
H21 -0.12 -4.35 -1.38  0.0596
H22 0.35 -5.87 -0.59  0.0823
H23 -1.18 -5.09 -0.19  0.0850
H24 -0.03 -5.08 2.56  0.1095
H25 1.05 -3.68 4.63  0.0810
H26 2.66 -3.11 4.18  0.0813
H27 1.31 -1.98 4.21  0.0903
C20 -6.48 1.06 -1.21  -0.0637
C21 -5.28 1.76 -1.83  -0.2109
N7 -4.73 2.78 -0.96  -0.0643
C22 -5.37 4.09 -1.02  -0.2133
C23 -4.65 5.03 -1.98  -0.0729
C24 -3.90 2.53 0.11  -0.4251
O6 -3.75 3.35 1.01  0.0517
C25 -3.16 1.25 0.14  -0.1333
C26 -3.07 0.50 1.38  -0.0101
C27 -2.28 -0.57 1.48  0.0043
C28 -1.39 -0.99 0.37  -0.1931
N8 -1.68 -0.33 -0.85  0.0668
C29 -2.44 0.79 -0.91  -0.0197
H28 -6.89 0.32 -1.89  0.0745
H29 -7.27 1.76 -0.95  0.0700
H30 -6.18 0.54 -0.30  0.0759
H31 -5.56 2.25 -2.76  0.1199
H32 -4.52 1.02 -2.09  0.0955
H33 -5.39 4.51 -0.01  0.1137
H34 -6.41 3.94 -1.33  0.1140
H35 -3.64 5.21 -1.63  0.0747
H36 -5.17 5.98 -2.04  0.0721
H37 -4.60 4.60 -2.98  0.0680
H38 -3.67 0.83 2.22  0.1232
H39 -2.22 -1.15 2.39  0.1156
H40 -1.39 -2.07 0.21  0.1482
H41 -2.46 1.29 -1.87  0.1388



| no. | energy (hartree) |
| --- | --- |
| 1 | -2251.66118 |
| 2 | -4489.67512 |
| 3 | -2377.08033 |
| 4 | -3044.95567 |
| 5 | -3426.87166 |